[1]
Density functional theory data (the ωB97M-V functional and the def2-TZVPD basis) for an isolated ion of composition C5H9N4O and charge +1.

As for the multiplicity: 3. For the HOMO energy (alpha / beta), the calculation gives -8.44 / -14.09 eV. Its net charge is +1. The value obtained for the total energy is -489.7467 hartree. The energy above the lowest of the compared OMol25 structures with the same formula, charge and spin is 0.0 kcal per mole. As for the expectation value of S²: 2.020.

Each line ends with the natural charge from an NBO analysis.
Atoms and positions in Å:
C  0.982971  1.557349  -2.476261  -0.27
C  2.013130  2.367737  -2.064491  -0.01
C  0.544068  0.938838  -1.282782  0.31
C  -0.910027  -0.857956  0.155404  0.56
C  -0.216718  -1.096282  2.425409  -0.25
N  1.249205  1.339943  -0.240771  -0.18
N  2.134095  2.207158  -0.735669  -0.24
N  -1.951254  -1.639315  0.073715  -0.87
N  -0.446684  -0.007943  -1.271998  -0.38
O  -0.118312  -0.584501  1.093941  -0.49
H  0.597079  1.411244  -3.462314  0.26
H  2.644462  3.021216  -2.627761  0.25
H  0.280907  -0.357382  3.050642  0.22
H  0.321776  -2.042522  2.495646  0.20
H  -1.251610  -1.214940  2.748173  0.19
H  2.788939  2.653061  -0.115402  0.44
H  -2.482617  -1.733507  -0.779231  0.42
H  -2.222867  -2.215315  0.862960  0.43
H  -1.187644  0.027324  -1.949515  0.42

Atoms 1-2, force components in eV/Å:
0.969 1.286 -0.410
-0.825 -0.426 -1.701

***

[2]
Density functional theory data (the ωB97M-V functional and the def2-TZVPD basis) for a 2-piece molecular cluster, C4H8O overall.

For the HOMO energy, the calculation gives -9.64 eV. The structure (SMILES) is C=CC.C=O. The value obtained for the total energy is -232.3820 hartree. The energy above the lowest of the compared OMol25 structures with the same formula, charge and spin is 39.9 kcal per mole.

Each line ends with the natural charge from an NBO analysis.
Atoms and positions in Å:
O  0.124145  0.819803  -2.639321  -0.49
C  -0.600416  -0.068117  -2.994307  0.27
H  -1.024960  -0.785461  -2.270548  0.12
H  -0.855307  -0.167686  -4.064597  0.11
C  1.146935  0.696633  1.516003  -0.66
C  0.295816  -0.545615  1.435125  -0.16
C  -0.959439  -0.530674  1.028047  -0.41
H  0.588809  1.541815  1.913910  0.21
H  2.008033  0.531604  2.165404  0.21
H  1.509357  0.987589  0.532335  0.23
H  0.844270  -1.474696  1.565485  0.19
H  -1.588694  -1.406934  0.956808  0.19
H  -1.488549  0.401739  0.855655  0.19

Atoms 1-2, force components in eV/Å:
0.032 -0.010 0.132
0.162 0.299 -0.051

***

[3]
Density functional theory data (the ωB97M-V functional and the def2-TZVPD basis) for a 4-piece molecular cluster, H8O3S2 overall.

As for the multiplicity: 2. For the HOMO energy (alpha / beta), the calculation gives -15.29 / -15.28 eV. Its net charge is +1. The value obtained for the total energy is -1026.5255 hartree. The energy above the lowest of the compared OMol25 structures with the same formula, charge and spin is 25.4 kcal per mole. As for the expectation value of S²: 0.755.

Each line ends with the natural charge from an NBO analysis.
Atoms and positions in Å:
S  -1.328942  1.462008  0.430821  0.15
S  0.498133  2.364673  0.663164  0.34
H  -1.204623  0.413593  1.260489  0.24
H  1.058365  1.812887  -0.445103  0.17
H  0.052018  -1.613935  1.692315  0.52
H  -1.495850  -1.546430  2.061793  0.49
O  -0.628435  -1.119358  2.178969  -0.93
H  2.451637  -0.811333  0.376416  0.49
H  1.299786  -0.684386  -0.617447  0.48
O  1.513030  -1.026275  0.240495  -0.96
H  -1.327978  -0.034499  -3.129649  0.50
H  -0.496112  0.610823  -1.925786  0.44
O  -0.391028  0.172232  -2.786477  -0.94

Atoms 1-2, force components in eV/Å:
0.751 1.040 -1.474
-0.620 -1.272 0.502

***

[4]
Density functional theory data (the ωB97M-V functional and the def2-TZVPD basis) for F4InN2O8S4 as an isolated structure.

For the HOMO energy, the calculation gives -14.54 eV. Its net charge is +1. The value obtained for the total energy is -2893.1258 hartree. The energy above the lowest of the compared OMol25 structures with the same formula, charge and spin is 29.6 kcal per mole.

Each line ends with the natural charge from an NBO analysis.
Atoms and positions in Å:
In  2.114134  -0.807585  0.952319  1.01
N  1.479705  0.984837  -1.196227  -0.91
S  1.376358  1.036797  -2.780739  2.39
O  1.852851  2.117434  -3.591340  -0.74
O  0.213249  0.309794  -3.212517  -0.70
F  2.534897  -0.051414  -2.990017  -0.47
S  1.205608  2.602675  -0.853869  2.39
O  -0.201026  2.881049  -0.928082  -0.74
O  2.111237  3.624441  -1.266649  -0.73
F  1.460720  2.458472  0.709659  -0.48
N  -0.567063  -1.474879  1.655196  -0.93
S  -1.314637  -2.772097  2.148435  2.39
O  -1.556265  -3.765275  1.135230  -0.71
O  -2.310319  -2.622978  3.175397  -0.72
F  -0.059417  -3.348703  2.942417  -0.47
S  -1.947112  -0.603230  1.235096  2.38
O  -2.504269  0.203710  2.275934  -0.72
O  -2.797970  -1.185831  0.236895  -0.74
F  -1.090681  0.412782  0.352862  -0.49

Atoms 1-2, force components in eV/Å:
0.111 -0.060 -0.016
-0.394 2.875 0.570

***

[5]
Density functional theory data (the ωB97M-V functional and the def2-TZVPD basis) for C31H33ClHgN9O4S2 as an isolated structure.

As for the multiplicity: 2. For the HOMO energy (alpha / beta), the calculation gives 0.67 / -1.49 eV. Its net charge is -2. The value obtained for the total energy is -3404.9052 hartree. The energy above the lowest of the compared OMol25 structures with the same formula, charge and spin is 12.1 kcal per mole. As for the expectation value of S²: 0.787.

Each line ends with the Löwdin spin population.
Atoms and positions in Å:
Hg  0.187574  0.362195  -0.419232  0.01
Cl  -4.535677  0.468305  5.490182  -0.01
C  -3.188868  0.131736  4.388829  0.01
C  -1.937850  -0.140147  4.922932  0.15
C  -0.888539  -0.459684  4.044771  0.05
C  -1.038105  -0.516588  2.643749  0.06
O  -0.051457  -0.887734  1.890757  0.06
C  -2.361968  -0.173755  2.107287  0.02
C  -2.657543  -0.095239  0.724808  0.29
O  -1.916254  -0.370284  -0.324263  0.17
C  -3.411031  0.132777  3.029862  0.14
H  -1.785276  -0.112185  5.995386  0.01
H  0.101178  -0.679334  4.434955  0.00
H  -3.691702  0.226602  0.509411  0.01
H  -4.394605  0.365581  2.634759  0.01
S  4.758169  0.443344  0.083945  0.00
C  4.414821  -0.541610  -1.271606  0.00
C  3.078128  -0.625411  -1.499872  0.00
C  2.281675  0.099495  -0.568761  0.00
C  3.056707  0.756641  0.343697  0.00
C  2.627794  1.679092  1.405478  0.00
C  3.531847  2.343681  2.241011  0.00
C  3.059243  3.198952  3.219875  0.00
C  1.692884  3.379004  3.356299  0.00
C  0.866895  2.695777  2.477145  0.00
N  1.317975  1.881396  1.530844  0.00
H  5.229241  -0.999557  -1.814605  0.00
H  2.666191  -1.172331  -2.339106  0.00
H  4.593391  2.174437  2.111428  0.00
H  3.748104  3.720268  3.874214  0.00
H  1.276912  4.014940  4.125813  0.00
H  -0.212055  2.802863  2.526422  0.00
C  1.323322  -3.233449  0.124755  0.00
N  0.238502  -2.864436  -0.784475  0.00
C  -1.021419  -3.302115  -0.187663  0.00
N  -1.044443  -4.770737  0.009590  0.00
C  0.078770  -5.115140  0.888165  0.00
N  1.373077  -4.697961  0.336986  0.00
C  1.537327  -5.334673  -0.969575  0.00
N  0.454071  -5.010394  -1.907259  0.00
C  0.432068  -3.538600  -2.059732  0.00
C  -0.814115  -5.409570  -1.285222  0.00
H  1.158661  -2.722685  1.075507  0.00
H  2.276687  -2.907609  -0.294876  0.00
H  -1.852146  -3.015906  -0.834172  0.00
H  -1.140287  -2.800050  0.772274  0.00
H  0.092453  -6.199578  1.036258  0.00
H  -0.068164  -4.621136  1.849704  0.00
H  1.571034  -6.421080  -0.835745  0.00
H  2.482532  -5.000943  -1.404708  0.00
H  -0.368306  -3.265310  -2.750863  0.00
H  1.381143  -3.222785  -2.497958  0.00
H  -0.808500  -6.496140  -1.150509  0.00
H  -1.632325  -5.143239  -1.959661  0.00
C  -1.359288  2.234543  -3.994309  0.00
N  -2.081831  1.061032  -3.548069  0.00
C  -3.183081  1.065352  -2.688308  0.00
C  -3.496020  -0.214028  -2.451338  0.00
N  -2.614618  -0.987651  -3.190644  0.00
C  -1.715854  -0.204725  -3.838931  0.00
S  -0.519618  -0.728255  -4.913672  0.00
H  -1.828188  3.108112  -3.549569  0.00
H  -1.378430  2.291834  -5.083427  0.00
H  -0.326128  2.181379  -3.655497  0.00
H  -3.539416  1.975154  -2.237277  0.00
H  -4.256829  -0.654536  -1.832708  0.00
H  -2.437495  -1.962153  -3.036182  0.00
C  2.414364  5.003801  -0.351713  0.00
N  1.038446  4.561678  -0.478373  0.00
C  0.057244  5.178352  0.244896  0.00
C  -1.211358  4.756375  0.211059  0.00
C  -1.537141  3.533056  -0.537451  0.00
O  -2.712612  3.180261  -0.668479  0.00
N  -0.495456  2.832357  -1.092924  0.00
C  0.761078  3.342283  -1.162096  0.00
O  1.678103  2.837502  -1.809442  0.00
H  2.527714  6.030522  -0.710443  0.00
H  3.024481  4.338391  -0.954715  0.00
H  2.745527  4.944862  0.689741  0.00
H  0.375174  6.038736  0.824068  0.00
H  -1.996471  5.246095  0.768550  0.00

Atoms 1-2, force components in eV/Å:
-0.659 -1.138 0.244
-0.007 0.043 -0.010

***

[6]
Density functional theory data (the ωB97M-V functional and the def2-TZVPD basis) for one molecule with the formula CH3O4P.

For the HOMO energy (alpha / beta), the calculation gives -11.53 / -11.16 eV. The value obtained for the total energy is -682.0359 hartree. The energy above the lowest of the compared OMol25 structures with the same formula, charge and spin is 162.1 kcal per mole.

Each line ends with the natural charge from an NBO analysis.
Atoms and positions in Å:
C  -1.135230  -0.109182  -0.073170  -0.85
O  0.954304  -1.753454  0.751898  -1.00
O  1.460845  1.798779  0.064746  0.06
O  1.206011  -0.310252  -1.324408  -0.94
O  0.997682  0.985183  0.931225  -0.21
P  0.692960  -0.529765  0.001878  2.22
H  -1.455629  0.382366  0.730088  0.23
H  -1.184444  0.557487  -0.947402  0.25
H  -1.536501  -1.021165  -0.134859  0.24

Atoms 1-2, force components in eV/Å:
3.521 2.220 -3.095
0.206 0.228 1.024

***

[7]
Density functional theory data (the ωB97M-V functional and the def2-TZVPD basis) for C21H13N3O10S2SbScSe4 as an isolated structure.

For the HOMO energy, the calculation gives -2.38 eV. Its net charge is -2. The value obtained for the total energy is -13128.1029 hartree. The energy above the lowest of the compared OMol25 structures with the same formula, charge and spin is 33.7 kcal per mole.

Each line ends with the natural charge from an NBO analysis.
Atoms and positions in Å:
Sc  0.762788  0.013994  -1.128116  1.36
O  1.310061  -3.231045  2.895833  -0.69
C  1.366869  -2.421646  1.802518  0.79
O  1.328916  -1.224333  1.890162  -0.55
C  1.498381  -3.194540  0.516172  0.08
C  1.691091  -4.569447  0.502232  -0.23
C  1.810660  -5.188497  -0.734903  -0.16
C  1.744950  -4.415107  -1.883533  -0.22
C  1.555117  -3.049014  -1.752299  0.19
N  1.426218  -2.452737  -0.567458  -0.41
C  1.491917  -2.088372  -2.921263  0.50
O  1.511891  -2.728176  -4.140755  -0.75
O  0.547170  -1.179390  -2.757085  -0.86
H  1.194451  -2.606057  3.632263  0.50
H  1.736750  -5.122625  1.425083  0.23
H  1.948339  -6.259175  -0.800069  0.21
H  1.825375  -4.839249  -2.872927  0.24
H  1.395971  -2.001646  -4.791643  0.52
O  2.679275  0.546060  -0.131716  -0.62
C  3.020700  1.071923  0.925214  0.49
C  2.158668  1.806921  1.811126  -0.31
C  2.681530  2.314409  2.996023  -0.09
C  1.863815  3.018364  3.841418  -0.09
C  0.511445  3.250721  3.527904  -0.15
C  -0.012488  2.764805  2.368729  -0.31
C  0.784780  1.988757  1.459156  0.56
O  0.294796  1.512196  0.400341  -0.73
N  2.404050  3.535595  5.089371  0.54
O  3.547237  3.238425  5.387705  -0.42
O  1.640366  4.126069  5.835057  -0.42
H  4.081477  0.990075  1.218613  0.14
H  3.721533  2.160586  3.251308  0.24
H  -0.092824  3.822892  4.216947  0.23
H  -1.047773  2.931788  2.106005  0.23
Se  2.074496  0.561720  -5.945885  -0.80
Sb  2.369828  1.187052  -3.622139  1.03
Se  3.323694  -1.047633  -2.712823  -0.21
Se  0.105082  1.891786  -2.763982  -0.59
Se  4.045006  2.776186  -2.915610  -0.77
O  -6.195573  -1.089658  0.580184  -0.95
S  -5.353517  -1.158480  -0.585072  2.30
O  -5.869901  -1.815097  -1.754990  -0.95
N  -3.891583  -1.781100  -0.193619  -0.76
C  -2.942252  -0.898374  -0.276856  0.17
S  -1.322035  -1.244214  0.153863  -0.25
C  -3.415979  0.469540  -0.728528  -0.12
C  -2.697705  1.643156  -0.873972  -0.11
C  -3.380541  2.769712  -1.320537  -0.22
C  -4.745586  2.725205  -1.593691  -0.21
C  -5.468813  1.551329  -1.414232  -0.20
C  -4.767716  0.444142  -0.980859  -0.32
H  -1.638968  1.678349  -0.644078  0.25
H  -2.834015  3.691987  -1.467962  0.22
H  -5.246390  3.616818  -1.947709  0.20
H  -6.531036  1.505027  -1.608901  0.22

Atoms 1-2, force components in eV/Å:
-0.153 -0.246 1.151
-0.016 0.550 -0.158

***

- Which value of total energy does entry 4 give?
  -2893.1258 hartree